ORCA calculation (wB97M-V/def2-TZVPD) on a cluster of 14 separate species, C42H98N14O14 in total.

Results
**E_HOMO**: -8.6 eV
**Energy relative to the best compared isomer or geometry (same formula, charge and spin)**: 221.35 kcal/mol

Last column: Mulliken charge in e.
Atoms and positions in Å:
C (-20.831616, 8.518288, 20.705283)  0.044
O (-20.367367, 7.772144, 21.541327)  -0.623
N (-21.971331, 9.237372, 20.799159)  0.217
C (-22.283067, 10.315689, 19.847226)  -0.527
C (-22.867640, 9.100678, 21.932856)  -1.001
H (-20.295309, 8.791052, 19.775977)  0.317
H (-23.269858, 10.064214, 19.455688)  0.340
H (-21.649526, 10.299262, 18.964765)  -0.398
H (-22.340134, 11.273091, 20.359893)  0.573
H (-22.246300, 9.134399, 22.832144)  0.340
H (-23.687518, 9.805979, 21.850489)  0.367
H (-23.325051, 8.110051, 22.038956)  0.290
C (-30.169637, 11.075739, 14.236767)  -0.107
O (-30.068351, 11.934354, 15.099116)  -0.442
N (-29.198873, 10.902048, 13.316599)  0.250
C (-28.972340, 9.578011, 12.754610)  -0.900
C (-28.085673, 11.824224, 13.220175)  0.482
H (-30.981301, 10.336747, 14.255623)  0.395
H (-28.594592, 9.678179, 11.735315)  0.319
H (-29.851121, 8.938361, 12.774775)  0.366
H (-28.165584, 9.087030, 13.310294)  0.176
H (-27.169593, 11.443857, 13.675239)  -0.494
H (-27.865970, 12.024209, 12.171260)  0.412
H (-28.318827, 12.769360, 13.704833)  -0.554
C (-28.148642, 5.518084, 18.221178)  0.133
O (-27.829529, 6.622480, 17.807970)  -0.602
N (-27.309137, 4.584064, 18.726559)  0.306
C (-27.771596, 3.730843, 19.815861)  -1.025
C (-25.894829, 4.834874, 18.587059)  -0.896
H (-29.219357, 5.281686, 18.309473)  0.224
H (-28.854099, 3.611541, 19.750760)  0.362
H (-27.524123, 4.156471, 20.786600)  0.339
H (-27.409763, 2.710150, 19.703977)  0.339
H (-25.285612, 3.975848, 18.284365)  0.507
H (-25.665470, 5.403272, 17.684166)  -0.317
H (-25.494494, 5.334797, 19.468879)  0.566
C (-25.337135, 11.247028, 17.760886)  -0.275
O (-24.358599, 10.657068, 17.343851)  -0.082
N (-26.596295, 10.920302, 17.393077)  0.554
C (-27.704619, 11.831028, 17.419653)  0.607
C (-26.796063, 9.720393, 16.565266)  -0.003
H (-25.324473, 12.191205, 18.325452)  0.250
H (-28.683761, 11.385692, 17.600741)  -0.318
H (-27.779877, 12.467632, 16.537042)  -0.046
H (-27.629887, 12.441472, 18.328335)  -0.253
H (-25.995670, 8.993747, 16.649579)  -0.409
H (-27.691079, 9.216304, 16.939352)  0.274
H (-27.021512, 10.019189, 15.538404)  0.036
C (-31.268601, 4.586447, 16.139403)  0.089
O (-30.493913, 3.939244, 15.461386)  -0.590
N (-31.356716, 5.916186, 16.142779)  0.214
C (-32.342000, 6.698011, 16.884375)  -1.012
C (-30.444857, 6.827926, 15.430897)  -1.132
H (-32.076351, 4.265175, 16.821692)  0.325
H (-32.465383, 7.695044, 16.469161)  0.220
H (-32.054150, 6.936718, 17.913919)  0.320
H (-33.294512, 6.167579, 16.867575)  0.455
H (-29.750345, 6.230924, 14.843744)  0.193
H (-31.098186, 7.472314, 14.842891)  0.581
H (-29.903384, 7.444346, 16.152006)  0.366
C (-24.049093, 5.649738, 13.823893)  -0.080
O (-23.605580, 6.676932, 13.364005)  -0.508
N (-25.288938, 5.487472, 14.345649)  0.349
C (-25.722967, 4.256571, 14.930579)  -0.879
C (-26.273868, 6.531026, 14.424783)  0.628
H (-23.465166, 4.720930, 13.917037)  0.293
H (-25.844187, 4.186531, 16.013849)  0.202
H (-25.067308, 3.443203, 14.613859)  0.328
H (-26.727024, 4.015573, 14.562536)  0.391
H (-27.045025, 6.439828, 13.650927)  0.417
H (-26.728999, 6.643429, 15.412060)  -0.004
H (-25.941187, 7.552854, 14.229841)  -1.052
C (-26.307950, 15.587186, 13.799026)  -0.049
O (-25.226134, 15.347587, 14.321544)  -0.487
N (-27.480563, 15.585622, 14.426508)  0.313
C (-28.752153, 15.719213, 13.705354)  -0.970
C (-27.533764, 15.291765, 15.857790)  0.287
H (-26.421803, 15.950984, 12.764462)  0.315
H (-28.541871, 15.603996, 12.646708)  0.351
H (-29.169253, 16.663120, 14.058485)  0.344
H (-29.448075, 14.928701, 13.993030)  0.185
H (-26.555779, 15.045164, 16.258112)  -0.018
H (-27.950790, 16.131611, 16.414387)  0.443
H (-28.148695, 14.398718, 15.994797)  -0.785
C (-27.824627, 14.151147, 20.845100)  0.186
O (-27.020372, 14.279411, 19.940082)  -0.588
N (-27.879122, 15.008979, 21.904805)  0.209
C (-28.848307, 14.762733, 22.973844)  -0.942
C (-27.020354, 16.161267, 22.054005)  -0.147
H (-28.594638, 13.371867, 20.844284)  0.220
H (-28.402045, 14.665559, 23.962508)  0.324
H (-29.543902, 13.960661, 22.737528)  0.250
H (-29.485437, 15.652956, 23.013513)  0.357
H (-26.247838, 15.898439, 21.321012)  -0.337
H (-27.437772, 17.128815, 21.780774)  0.303
H (-26.457129, 16.192164, 22.986315)  0.342
C (-19.390471, 10.180806, 14.636540)  0.220
O (-18.382306, 9.530237, 14.481733)  -0.577
N (-19.831659, 10.680197, 15.816667)  0.157
C (-21.032318, 11.493456, 15.960995)  -0.305
C (-19.109638, 10.348007, 17.034746)  -0.943
H (-20.085542, 10.387100, 13.804840)  0.293
H (-21.709799, 11.203182, 16.759946)  0.223
H (-21.626426, 11.449555, 15.043178)  -0.537
H (-20.685149, 12.529371, 15.973497)  0.453
H (-19.599080, 9.618453, 17.687408)  0.122
H (-18.132714, 9.966728, 16.753733)  0.386
H (-19.037909, 11.248407, 17.650682)  0.360
C (-32.023618, 14.513635, 19.641030)  -0.115
O (-31.076639, 14.328032, 20.389106)  -0.512
N (-31.898366, 14.597493, 18.297518)  0.520
C (-30.713854, 14.254971, 17.534354)  -1.010
C (-32.935013, 15.269162, 17.535359)  -0.928
H (-33.056723, 14.702200, 19.961499)  0.332
H (-30.055228, 13.576440, 18.076038)  -0.071
H (-30.085881, 15.121174, 17.313362)  0.566
H (-31.042035, 13.752839, 16.624465)  0.331
H (-32.567462, 16.243913, 17.193303)  0.334
H (-33.139571, 14.649302, 16.660026)  0.267
H (-33.819509, 15.479115, 18.130488)  0.325
C (-33.521974, 11.366735, 17.931913)  -0.016
O (-34.402473, 12.130891, 18.291373)  -0.592
N (-32.491683, 10.972010, 18.715866)  0.327
C (-31.255830, 10.597327, 18.049832)  -0.026
C (-32.406971, 11.374119, 20.116036)  -1.145
H (-33.525391, 10.949795, 16.911288)  0.410
H (-30.902840, 11.431922, 17.442402)  -0.269
H (-31.541569, 9.793785, 17.361207)  -0.333
H (-30.526755, 10.179004, 18.739518)  0.471
H (-31.636354, 12.070381, 20.439327)  0.309
H (-33.397104, 11.640896, 20.471514)  0.382
H (-32.114818, 10.441173, 20.614601)  0.402
C (-21.206448, 7.385985, 15.909216)  0.361
O (-20.285998, 6.806826, 15.382988)  -0.649
N (-22.249909, 6.824072, 16.557614)  0.533
C (-23.124072, 7.612100, 17.421329)  -0.381
C (-22.238173, 5.391238, 16.765560)  -0.885
H (-21.260896, 8.488806, 15.960806)  0.038
H (-23.572646, 8.354900, 16.762293)  -0.027
H (-22.526581, 8.020340, 18.240422)  0.246
H (-23.924673, 7.060218, 17.908707)  -0.048
H (-21.532651, 5.025821, 17.517355)  0.344
H (-23.253062, 5.067969, 17.002782)  0.091
H (-21.974891, 4.866819, 15.843896)  0.323
C (-24.190888, 15.084143, 19.076420)  0.052
O (-23.770298, 13.964475, 18.843759)  -0.644
N (-24.136761, 16.114500, 18.195717)  0.290
C (-24.759744, 17.391521, 18.524657)  -0.847
C (-23.364601, 16.010665, 16.969068)  -0.891
H (-24.849726, 15.278595, 19.935427)  0.086
H (-23.933670, 18.057007, 18.796136)  0.412
H (-25.410399, 17.305037, 19.392024)  0.109
H (-25.321101, 17.809880, 17.691374)  0.335
H (-23.157373, 17.034792, 16.658618)  0.414
H (-22.394061, 15.548844, 17.157051)  0.303
H (-23.861670, 15.434671, 16.188498)  0.202
C (-25.336408, 11.291529, 11.470964)  0.057
O (-25.507765, 12.416079, 11.014230)  -0.614
N (-24.920489, 11.054839, 12.723261)  0.305
C (-24.905649, 9.666951, 13.192214)  -0.334
C (-24.368528, 12.020013, 13.653986)  -0.410
H (-25.671782, 10.383818, 10.926786)  0.361
H (-24.257755, 9.684788, 14.065511)  0.145
H (-24.548494, 8.921779, 12.483154)  0.477
H (-25.929944, 9.372065, 13.440186)  -0.467
H (-23.368294, 11.679948, 13.939206)  -0.043
H (-24.076936, 12.999076, 13.273337)  0.276
H (-25.042668, 12.157009, 14.498738)  0.333

Atoms 1-3, force components in eV/Å:
0.32 1.01 0.01
-0.40 -0.38 0.03
-0.13 0.10 -0.49